The following is a quantum chemistry calculation of an isolated molecule of C27H33N3O, from the OMol25 dataset.

Energy, eV: -35053.0909
HOMO energy, eV: -8.51
SMILES: Cc1cccc(-c2ncc(CN3CCC(CO)(CCCc4ccccc4)CC3)cn2)c1
Energy above the lowest of the compared OMol25 structures with the same formula, charge and spin, kJ/mol: 84.9

Geometry as ORCA input:
```
! wB97M-V def2-TZVPD RIJCOSX def2/J DEFGRID3
* xyz 0 1
C -9.599 -0.357 1.455
C -8.448 -0.889 0.654
C -8.542 -2.133 0.036
C -7.484 -2.639 -0.699
C -6.316 -1.914 -0.830
C -6.205 -0.667 -0.219
C -4.978 0.117 -0.354
N -4.926 1.302 0.253
C -3.823 2.011 0.119
C -2.733 1.575 -0.626
C -1.492 2.394 -0.810
N -0.299 1.570 -0.754
C 0.873 2.305 -1.185
C 2.102 1.394 -1.230
C 2.367 0.587 0.056
C 3.033 1.442 1.162
O 2.519 2.737 1.356
C 3.349 -0.544 -0.315
C 3.722 -1.498 0.817
C 4.817 -2.480 0.374
C 6.112 -1.766 0.111
C 6.552 -1.523 -1.183
C 7.728 -0.830 -1.413
C 8.482 -0.368 -0.348
C 8.054 -0.607 0.947
C 6.879 -1.300 1.173
C 1.032 -0.008 0.526
C -0.074 1.038 0.580
C -2.886 0.317 -1.207
N -3.982 -0.400 -1.076
C -7.275 -0.166 0.520
H -10.519 -0.397 0.875
H -9.744 -0.960 2.351
H -9.418 0.671 1.757
H -9.453 -2.706 0.134
H -7.575 -3.606 -1.173
H -5.482 -2.291 -1.400
H -3.812 2.969 0.628
H -1.531 2.859 -1.803
H -1.472 3.208 -0.061
H 0.689 2.683 -2.197
H 1.045 3.177 -0.531
H 1.942 0.679 -2.039
H 2.983 1.989 -1.486
H 2.899 0.945 2.127
H 4.111 1.502 0.955
H 2.783 3.286 0.610
H 2.911 -1.131 -1.126
H 4.265 -0.089 -0.702
H 4.086 -0.939 1.679
H 2.843 -2.066 1.126
H 4.490 -3.004 -0.526
H 4.965 -3.220 1.164
H 5.969 -1.882 -2.020
H 8.057 -0.650 -2.427
H 9.399 0.172 -0.526
H 8.640 -0.253 1.783
H 6.552 -1.487 2.186
H 1.146 -0.456 1.514
H 0.728 -0.787 -0.175
H -0.998 0.569 0.926
H 0.197 1.837 1.290
H -2.087 -0.121 -1.792
H -7.169 0.802 0.986
*
```

***

The following is a quantum chemistry calculation of a structure of composition C19H22ClFeN2O2V at a distorted geometry, from the OMol25 dataset.

Expectation value of S²: 12.200
Energy, eV: -99730.1520
HOMO energy (alpha / beta), eV: -8.49 / -9.37

Geometry as ORCA input:
```
! wB97M-V def2-TZVPD RIJCOSX def2/J DEFGRID3
* xyz 0 7
Fe -0.043 -0.338 -4.834
Cl 0.664 -1.927 -3.310
C 1.548 0.763 -5.438
C -1.016 -1.240 -6.394
H 1.462 1.146 -6.470
H 1.626 1.612 -4.739
H 2.455 0.139 -5.358
H -0.928 -0.701 -7.353
H -2.080 -1.306 -6.113
H -0.617 -2.262 -6.520
V -0.662 -0.387 -2.347
C -2.246 -1.299 -1.483
C -1.272 0.853 -3.652
H -3.187 -0.886 -1.883
H -2.172 -2.373 -1.733
H -2.226 -1.184 -0.385
H -2.238 0.719 -4.212
H -0.947 1.909 -3.796
O -0.074 2.584 -1.122
C 0.190 1.667 -0.356
N 0.459 1.712 1.007
C 0.465 0.412 1.644
C 0.417 -0.484 0.393
O 0.453 -1.718 0.336
N 0.260 0.307 -0.734
C 1.732 0.268 2.476
C 2.676 -0.704 2.159
C 3.801 -0.876 2.975
C 3.976 -0.067 4.092
C 3.045 0.935 4.398
C 1.913 1.103 3.590
C -0.808 0.176 2.457
C -0.779 -0.487 3.690
C -1.978 -0.722 4.378
C -3.191 -0.325 3.828
C -3.220 0.331 2.595
C -2.026 0.594 1.915
H 0.454 2.610 1.484
H 2.523 -1.361 1.305
H 4.511 -1.654 2.712
H 4.846 -0.207 4.732
H 3.182 1.579 5.266
H 1.163 1.862 3.853
H 0.166 -0.811 4.136
H -1.944 -1.227 5.341
H -4.122 -0.529 4.353
H -4.157 0.642 2.148
H -2.052 1.148 0.967
*
```

***

The following is a quantum chemistry calculation of a structure of composition C2H4ClOP at a distorted geometry, from the OMol25 dataset.

Energy, eV: -25992.8895
HOMO energy, eV: -9.29
Energy above the lowest of the compared OMol25 structures with the same formula, charge and spin, kJ/mol: 485.7

Geometry as ORCA input:
```
! wB97M-V def2-TZVPD RIJCOSX def2/J DEFGRID3
* xyz 0 1
C -0.946 -0.239 0.029
C 0.460 -0.503 0.084
O -4.122 -0.662 0.074
P -1.985 -1.562 -0.075
Cl -4.140 1.035 -0.022
H -1.486 0.703 -0.141
H 0.801 -0.383 -0.978
H 0.563 -1.551 0.226
H 0.805 0.232 0.795
*
```

***

The following is a quantum chemistry calculation of a cluster of 6 separate species, C5H21NO6S in total at a distorted geometry, from the OMol25 dataset.

Energy, eV: -30135.8628
HOMO energy, eV: -9.32
SMILES: CN(C)C(=O)CCS.O.O.O.O.O
Energy above the lowest of the compared OMol25 structures with the same formula, charge and spin, kJ/mol: 199.7

Geometry as ORCA input:
```
! wB97M-V def2-TZVPD RIJCOSX def2/J DEFGRID3
* xyz 0 1
C 2.276 1.626 0.250
N 1.106 0.895 -0.232
C 1.195 0.075 -1.435
C -0.096 0.814 0.410
O -0.888 -0.047 -0.011
C -0.536 1.643 1.590
C 0.143 1.250 2.917
S 0.397 -0.481 3.109
H 2.132 1.873 1.289
H 3.098 0.948 0.191
H 2.427 2.505 -0.375
H 2.203 -0.293 -1.584
H 0.771 0.622 -2.282
H 0.558 -0.764 -1.285
H -0.450 2.688 1.319
H -1.599 1.443 1.693
H -0.485 1.647 3.709
H 1.116 1.736 2.962
H -0.508 -1.130 2.359
O -2.621 -0.381 -2.321
H -1.665 -0.451 -2.263
H -2.824 0.427 -1.858
O -1.803 2.937 -0.876
H -2.633 2.773 -1.337
H -1.192 3.059 -1.613
O 0.437 -2.796 -2.591
H 0.206 -3.721 -2.463
H -0.145 -2.290 -2.024
O 1.730 -2.668 0.624
H 1.019 -3.148 0.194
H 1.413 -2.317 1.456
O -1.246 -3.046 0.041
H -1.948 -3.254 0.668
H -1.590 -2.176 -0.228
*
```

***

The following is a quantum chemistry calculation of the ion C27H37 with charge +1 at a distorted geometry, from the OMol25 dataset.

Energy, eV: -28590.5489
HOMO energy, eV: -10.73
Energy above the lowest of the compared OMol25 structures with the same formula, charge and spin, kJ/mol: 133.2

Geometry as ORCA input:
```
! wB97M-V def2-TZVPD RIJCOSX def2/J DEFGRID3
* xyz 1 1
C -5.205 -0.450 2.188
C -4.002 -1.452 2.034
C -3.092 -0.294 1.786
C -1.647 -0.153 1.648
C -4.157 0.703 1.984
H -5.958 -0.513 1.400
H -5.676 -0.463 3.185
H -3.795 -2.016 2.954
H -4.138 -2.156 1.202
H -1.359 0.622 2.481
H -1.187 -1.157 1.870
H -4.364 1.349 1.124
H -4.009 1.317 2.881
C 6.414 -0.620 -0.932
C 4.971 -0.977 -0.689
C 4.072 -1.115 -1.761
C 2.734 -1.464 -1.550
C 1.886 -1.565 -2.776
C 2.249 -1.693 -0.245
C 0.805 -2.125 0.029
C 0.589 -3.596 -0.331
C -0.227 -1.178 -0.549
C -0.564 0.035 0.401
C -0.802 1.327 -0.337
C -0.356 2.532 0.256
C 0.699 2.569 1.328
C -0.996 3.721 -0.061
C -1.960 3.772 -1.073
C -2.613 5.070 -1.438
C -2.358 2.587 -1.693
C -1.757 1.375 -1.388
C -2.279 0.146 -2.077
C 3.153 -1.553 0.825
C 2.712 -1.814 2.241
C 4.486 -1.173 0.616
H 6.964 -0.548 0.018
H 6.906 -1.375 -1.562
H 6.486 0.342 -1.458
H 4.458 -0.947 -2.788
H 1.015 -2.198 -2.622
H 1.538 -0.576 -3.111
H 2.447 -1.992 -3.618
H 0.701 -2.096 1.118
H 1.322 -4.219 0.194
H -0.399 -3.939 -0.018
H 0.695 -3.749 -1.403
H 0.086 -0.773 -1.521
H -1.128 -1.768 -0.750
H 0.310 0.150 1.091
H 0.914 3.608 1.609
H 0.373 2.071 2.248
H 1.637 2.109 1.006
H -0.754 4.626 0.500
H -3.345 4.921 -2.249
H -3.130 5.519 -0.575
H -1.877 5.806 -1.794
H -3.181 2.602 -2.413
H -3.164 0.385 -2.672
H -1.539 -0.284 -2.764
H -2.592 -0.608 -1.352
H 3.563 -1.670 2.919
H 1.928 -1.112 2.560
H 2.345 -2.839 2.380
H 5.150 -1.047 1.491
*
```

***

The following is a quantum chemistry calculation of a structure of composition C35H35BrN5O3PPr at a distorted geometry, from the OMol25 dataset.

Expectation value of S²: 2.002
Energy, eV: -143853.7195
HOMO energy (alpha / beta), eV: -10.34 / -10.34

Geometry as ORCA input:
```
! wB97M-V def2-TZVPD RIJCOSX def2/J DEFGRID3
* xyz 1 3
Pr 11.526 14.396 7.537
Br 16.429 20.195 6.006
C 15.558 18.501 6.221
C 16.212 17.451 6.901
C 15.473 16.304 7.179
C 14.127 16.150 6.732
O 13.475 15.089 7.183
C 13.517 17.193 5.989
C 12.107 17.243 5.617
N 11.111 16.605 6.143
C 9.781 16.765 5.698
C 9.348 18.033 5.420
C 7.977 18.198 4.977
C 7.112 17.149 4.878
C 7.563 15.886 5.266
C 6.697 14.773 5.259
C 7.099 13.486 5.612
C 8.444 13.340 5.957
N 9.299 14.385 6.033
C 8.863 15.686 5.716
C 14.279 18.393 5.717
H 17.252 17.490 7.225
H 15.976 15.495 7.756
H 11.998 17.987 4.807
H 10.035 18.853 5.364
H 7.650 19.272 4.830
H 6.100 17.311 4.624
H 5.608 14.918 5.179
H 6.463 12.653 5.752
H 8.804 12.370 6.100
H 13.785 19.154 5.152
O 11.667 12.535 9.148
C 11.805 11.711 8.223
O 11.750 12.062 6.954
C 12.280 10.245 8.378
P 14.104 10.358 8.152
C 14.511 11.284 9.695
C 13.853 11.138 10.890
C 14.081 11.917 11.994
C 15.101 12.826 11.988
C 15.852 12.940 10.807
C 15.499 12.207 9.668
C 14.703 8.641 8.479
C 15.101 8.178 9.693
C 15.613 6.871 9.775
C 15.651 6.093 8.667
C 15.337 6.623 7.396
C 14.834 7.873 7.286
H 12.032 9.588 7.532
H 11.945 9.831 9.349
H 13.131 10.404 10.987
H 13.580 11.743 12.903
H 15.318 13.376 12.855
H 16.763 13.577 10.777
H 16.157 12.323 8.761
H 15.085 8.776 10.557
H 15.912 6.447 10.726
H 16.070 5.107 8.729
H 15.427 5.946 6.553
H 14.565 8.445 6.384
C 9.239 13.869 10.364
N 9.997 14.957 10.976
C 10.508 14.628 12.276
C 10.406 16.090 10.355
N 10.501 16.027 9.050
N 10.703 17.212 11.066
C 10.057 17.421 12.331
C 11.398 18.351 10.434
H 8.419 13.599 11.007
H 9.842 12.955 10.208
H 8.841 14.141 9.403
H 11.052 13.666 12.201
H 9.810 14.472 13.129
H 11.309 15.311 12.620
H 10.699 16.939 8.629
H 9.830 18.475 12.409
H 10.703 17.289 13.211
H 9.298 16.650 12.452
H 12.359 17.972 9.959
H 11.635 19.010 11.282
H 10.606 18.762 9.744
*
```

***

The following is a quantum chemistry calculation of a cluster of 2 separate species, C2H6F2P in total at a distorted geometry, from the OMol25 dataset.

Energy, eV: -16885.5529
HOMO energy, eV: -15.49
Energy above the lowest of the compared OMol25 structures with the same formula, charge and spin, kJ/mol: 202.6

Geometry as ORCA input:
```
! wB97M-V def2-TZVPD RIJCOSX def2/J DEFGRID3
* xyz 1 1
C -2.239 -0.478 1.110
C 1.892 -0.164 -0.771
F 1.005 2.025 -1.882
F -0.917 -0.208 0.655
P 1.929 1.627 -0.682
H -2.754 0.482 1.595
H -2.772 -0.599 0.221
H -1.993 -1.226 1.857
H 1.937 -0.371 -1.790
H 1.097 -0.483 -0.159
H 2.814 -0.604 -0.152
*
```

***

The following is a quantum chemistry calculation of a structure of composition C56H59FMoN9O6Te at a distorted geometry, from the OMol25 dataset.

Expectation value of S²: 3.769
Energy, eV: -96580.4940
HOMO energy (alpha / beta), eV: -10.78 / -11.73
Energy above the lowest of the compared OMol25 structures with the same formula, charge and spin, kJ/mol: 65.9

Geometry as ORCA input:
```
! wB97M-V def2-TZVPD RIJCOSX def2/J DEFGRID3
* xyz 2 4
Mo -0.208 -0.115 0.342
O 3.053 -0.404 -2.275
C 2.060 -0.603 -1.595
N 1.383 0.298 -0.850
C 1.803 1.678 -0.971
C 0.568 2.522 -1.063
C 0.587 3.873 -1.380
C -0.603 4.574 -1.381
C -1.778 3.910 -1.046
C -1.709 2.572 -0.728
N -0.564 1.883 -0.766
C 1.379 -1.935 -1.562
C 1.874 -3.046 -2.216
C 1.141 -4.220 -2.160
C -0.062 -4.226 -1.465
C -0.486 -3.067 -0.843
N 0.229 -1.936 -0.880
H 2.436 1.791 -1.856
H 2.393 1.989 -0.100
H 1.525 4.353 -1.620
H -0.618 5.627 -1.628
H -2.727 4.423 -1.012
H -2.593 2.021 -0.432
H 2.803 -2.949 -2.758
H 1.487 -5.111 -2.664
H -0.687 -5.107 -1.433
H -1.441 -3.009 -0.335
C 3.000 2.144 7.454
C 2.003 1.025 7.209
N 1.979 0.601 5.805
C 1.116 1.223 4.969
C 1.020 1.000 3.632
C -0.007 1.799 2.869
O -0.494 2.784 3.375
O -0.308 1.354 1.691
C 1.928 0.084 3.002
O 1.972 -0.140 1.786
C 2.855 -0.601 3.920
C 3.747 -1.543 3.403
C 4.643 -2.167 4.219
F 5.437 -3.133 3.703
C 4.752 -1.848 5.583
C 3.858 -0.923 6.099
C 2.885 -0.313 5.292
N 5.738 -2.409 6.412
C 6.933 -3.040 5.872
C 7.971 -3.146 7.001
N 7.677 -2.070 8.004
C 6.397 -2.364 8.742
C 5.397 -2.925 7.722
H 2.971 2.451 8.498
H 2.760 3.011 6.839
H 4.016 1.832 7.212
H 0.991 1.340 7.459
H 2.215 0.155 7.830
H 0.453 1.951 5.420
H 3.710 -1.775 2.347
H 3.961 -0.628 7.132
H 7.326 -2.428 5.061
H 6.755 -4.046 5.479
H 8.986 -3.014 6.634
H 7.914 -4.090 7.540
H 7.549 -1.191 7.492
H 8.453 -1.942 8.656
H 6.066 -1.427 9.187
H 6.628 -3.076 9.532
H 4.386 -2.643 8.003
H 5.435 -4.021 7.721
C -3.745 1.218 -8.906
C -3.411 0.948 -7.467
C -4.225 0.150 -6.677
C -3.922 -0.122 -5.347
C -4.881 -0.960 -4.556
C -2.744 0.400 -4.816
Te -1.963 -0.186 -2.885
N -2.016 -0.492 -0.518
C -2.901 -0.354 0.471
O -2.458 -0.252 1.639
C -4.375 -0.357 0.232
C -5.187 -0.997 1.164
C -6.557 -1.049 0.974
C -7.131 -0.437 -0.133
C -6.329 0.228 -1.049
C -4.954 0.261 -0.870
C -2.078 -2.251 -3.382
C -1.135 -2.586 -4.354
C -1.057 -3.874 -4.856
C -1.929 -4.840 -4.376
C -2.853 -4.507 -3.400
C -2.950 -3.216 -2.878
C -3.973 -2.952 -1.808
C -1.937 1.272 -5.562
C -0.703 1.961 -5.027
C -2.281 1.511 -6.886
H -4.737 0.849 -9.159
H -3.025 0.730 -9.565
H -3.711 2.286 -9.121
H -5.133 -0.262 -7.098
H -5.906 -0.665 -4.780
H -4.731 -0.842 -3.481
H -4.777 -2.017 -4.805
H -4.729 -1.442 2.036
H -7.183 -1.558 1.694
H -8.201 -0.470 -0.276
H -6.773 0.722 -1.902
H -4.335 0.782 -1.593
H -0.458 -1.830 -4.734
H -0.328 -4.114 -5.615
H -1.891 -5.849 -4.762
H -3.529 -5.265 -3.024
H -4.200 -3.870 -1.268
H -4.911 -2.589 -2.229
H -3.627 -2.203 -1.096
H -0.713 2.094 -3.945
H -0.615 2.950 -5.474
H 0.200 1.403 -5.283
H -1.656 2.173 -7.475
N -0.201 -1.640 1.738
C -0.513 -2.396 2.557
N -0.826 -3.202 3.529
C -0.436 -2.863 4.903
C 0.781 -3.690 5.281
O 0.528 -5.066 5.099
C 0.239 -5.373 3.748
C -1.009 -4.639 3.283
H -1.280 -3.103 5.552
H -0.234 -1.793 4.961
H 1.021 -3.551 6.335
H 1.643 -3.379 4.673
H 0.095 -6.451 3.694
H 1.092 -5.096 3.113
H -1.881 -4.961 3.855
H -1.200 -4.801 2.222
*
```

***

The following is a quantum chemistry calculation of an isolated molecule of C4H7NO2 at a distorted geometry, from the OMol25 dataset.

Energy, eV: -9845.3239
HOMO energy, eV: -9.72
SMILES: O=C1CNC[C@@H]1O
Energy above the lowest of the compared OMol25 structures with the same formula, charge and spin, kJ/mol: 188.7

Geometry as ORCA input:
```
! wB97M-V def2-TZVPD RIJCOSX def2/J DEFGRID3
* xyz 0 1
O 0.438 -2.239 -0.343
C 0.035 -1.125 -0.115
C -1.328 -0.591 -0.458
N -1.275 0.862 -0.244
C 0.167 1.248 -0.204
C 0.897 0.036 0.384
O 2.231 -0.068 -0.031
H -1.441 -0.755 -1.565
H -2.208 -1.028 0.018
H -1.585 0.948 -1.202
H 0.344 2.166 0.371
H 0.536 1.417 -1.221
H 0.821 0.055 1.486
H 2.450 -1.014 -0.038
*
```